No. 1
The following is a DFT calculation (ωB97M-V with the def2-TZVPD basis set) of a molecular structure, C12H27BeBrFLiN2O5 at a distorted geometry.

Computed properties:
* molar mass: 394.2 u
* HOMO energy: -7.182 eV
* spin multiplicity: 1
* frontier orbital gap: 3.032 eV
* total charge: 0

Each line ends with the natural charge from an NBO analysis.
Atoms and positions in Å:
O  4.243594  1.524498  1.282075  -0.82
C  4.505143  1.758579  0.036612  0.71
O  4.820257  0.763905  -0.857312  -0.69
C  4.430074  3.255517  -0.521928  -0.33
N  3.076500  3.630691  -1.029942  -0.61
C  2.115587  3.923873  0.068198  -0.26
C  0.721988  3.174019  -0.050494  -0.28
C  0.785977  1.602680  -0.084699  -0.45
Br  0.106963  0.836267  -1.789679  0.11
H  4.837936  3.970953  0.255005  0.19
H  5.122793  3.268764  -1.427635  0.24
H  3.191820  4.500167  -1.557131  0.36
H  1.879676  5.045062  -0.013960  0.19
H  2.574712  3.806176  1.108549  0.25
H  0.221107  3.547860  -1.025084  -0.09
H  0.081823  3.505235  0.819119  0.25
H  0.112427  1.197856  0.738504  0.25
H  1.801238  1.162653  0.092490  0.22
Li  3.104938  -0.418070  0.367996  0.95
Be  0.162636  4.027253  -2.551421  1.27
C  -1.888037  6.217331  -4.911395  -0.23
O  -1.011958  5.468258  -4.226351  -0.85
H  -1.821148  6.166619  -6.014831  0.17
H  -2.963839  6.008216  -4.753498  0.14
H  -1.855252  7.309931  -4.740984  0.13
F  2.962557  0.232738  -2.117915  -0.82
C  -3.647615  -4.329969  3.345370  -0.25
O  -2.281997  -4.664077  3.158398  -0.56
C  -2.074529  -5.604095  2.102765  -0.07
C  -1.302768  -4.951326  0.960081  -0.24
N  -2.131048  -3.968306  0.262583  -0.62
C  -1.384202  -3.142957  -0.687819  -0.25
C  -0.329828  -2.189454  -0.111396  -0.10
O  -0.879165  -1.136581  0.678257  -0.57
C  -1.065534  -1.464420  2.048440  -0.25
H  -3.721856  -3.693095  4.227741  0.19
H  -4.035572  -3.776170  2.485604  0.16
H  -4.249950  -5.227464  3.513450  0.17
H  -3.014224  -6.042311  1.751712  0.18
H  -1.466769  -6.414185  2.516358  0.19
H  -0.985537  -5.722931  0.252275  0.20
H  -0.408028  -4.483391  1.386090  0.16
H  -2.562480  -3.357170  0.946698  0.35
H  -2.122028  -2.539635  -1.225070  0.21
H  -0.911779  -3.793829  -1.430613  0.20
H  0.157653  -1.699576  -0.959943  0.21
H  0.465785  -2.715409  0.429260  0.16
H  -0.323524  -2.179793  2.412620  0.18
H  -2.074696  -1.846594  2.213023  0.17
H  -0.969818  -0.544277  2.629812  0.18

Atomic forces in eV per Å
-0.61 0.33 -2.19
0.98 -3.74 -2.28
-1.01 4.67 4.73
1.39 -1.26 -0.86
-0.43 0.51 1.15
-0.45 1.33 -0.01
1.84 -0.34 1.37
-0.79 -0.36 0.75
0.32 1.46 0.46
-0.66 -0.65 -0.67
-0.91 -0.01 1.24
0.15 -0.46 0.26
0.02 -1.35 0.36
-0.65 -0.36 -1.40
-0.07 -0.15 0.62
0.34 -0.16 -1.24
0.67 0.43 -1.32
-0.76 1.12 -0.73
1.43 0.93 -1.30
-1.51 0.56 -1.61
-2.47 1.61 -0.02
3.24 -2.30 1.13
0.63 -0.68 0.08
0.08 -0.37 0.21
0.44 -0.07 0.40
-1.33 -0.52 0.77
0.22 0.06 0.11
-0.37 -0.06 -0.18
0.59 0.05 0.01
-0.49 0.15 0.16
0.28 -0.08 -0.01
-0.24 0.11 0.22
-0.06 0.06 -0.60
0.39 -0.31 0.21
-0.20 0.34 -0.08
0.09 -0.05 -0.04
-0.18 -0.08 -0.03
-0.07 0.05 -0.06
-0.02 0.19 -0.01
-0.02 -0.01 -0.03
-0.01 0.05 -0.01
0.15 -0.19 0.10
0.00 -0.10 -0.06
0.13 0.05 -0.02
0.05 0.00 0.09
-0.05 -0.10 0.07
-0.14 -0.07 0.21
-0.08 -0.08 -0.06
0.08 -0.16 0.18
0.03 0.00 -0.05



No. 2
The following is a DFT calculation (ωB97M-V with the def2-TZVPD basis set) of a molecular structure, C12H27BrGeIO3Os at a distorted geometry.

Computed properties:
* molar mass: 689.0 u
* HOMO energy (alpha / beta): -15.400 / -15.650 eV
* spin multiplicity: 6
* frontier orbital gap (alpha / beta): 4.841 / 5.099 eV
* total charge: +2
* expectation value of S²: 8.79

Each line ends with the natural charge from an NBO analysis.
Atoms and positions in Å:
Os  -0.256611  -0.349636  -1.198016  1.66
C  2.836088  -0.084098  -1.819785  -0.65
C  2.691688  0.021564  -0.298154  0.28
C  3.449134  -1.108479  0.379976  -0.65
C  3.180020  1.419436  0.095708  -0.65
O  1.303950  -0.178817  0.147442  -0.94
Ge  0.179965  0.752860  1.336726  1.50
O  -0.470312  1.529992  -0.230861  -0.91
C  -1.587837  2.294089  -0.743499  0.26
C  -1.559720  2.021007  -2.211678  -0.60
C  -1.290146  3.746582  -0.361374  -0.62
C  -2.819504  1.774281  -0.081537  -0.66
O  -1.028389  -0.797962  0.633372  -0.80
C  -1.302740  -2.146246  1.132373  0.25
C  -2.597741  -1.946755  1.886540  -0.62
C  -1.532610  -3.176973  -0.009454  -0.66
C  -0.062287  -2.460363  1.900228  -0.66
H  3.924911  0.058189  -1.996505  0.28
H  2.183630  0.647855  -2.332329  0.20
H  2.570854  -1.048427  -2.150098  0.22
H  4.478983  -0.990134  0.139440  0.25
H  3.165993  -2.067856  0.016394  0.22
H  3.325726  -1.203243  1.447434  0.24
H  4.212651  1.480739  -0.247564  0.26
H  3.088415  1.545257  1.183318  0.24
H  2.601704  2.167504  -0.468918  0.22
H  -0.594482  2.411851  -2.537823  0.24
H  -2.381076  2.609423  -2.719644  0.31
H  -1.640743  0.877595  -2.444075  0.16
H  -0.330562  3.978117  -0.777814  0.23
H  -1.189012  3.758406  0.702185  0.23
H  -2.031327  4.441240  -0.836004  0.26
H  -3.048610  0.698100  -0.264859  0.22
H  -3.699550  2.385012  -0.361420  0.27
H  -2.742480  2.026683  0.975770  0.24
H  -3.321191  -1.392599  1.239888  0.23
H  -2.410740  -1.206630  2.686044  0.22
H  -3.062989  -2.847197  2.243047  0.26
H  -2.115075  -2.821457  -0.907082  0.22
H  -2.023622  -4.109537  0.241921  0.28
H  -0.610229  -3.442549  -0.466015  0.21
H  0.017303  -1.906388  2.841569  0.24
H  0.848362  -2.229747  1.272670  0.22
H  -0.110027  -3.550743  2.148606  0.27
I  1.819715  0.417387  3.720719  0.03
Br  -0.059488  -1.997336  -2.906867  0.03

Atomic forces in eV per Å
-0.84 0.28 0.30
0.10 0.66 1.04
1.21 0.14 0.23
-0.10 0.32 -0.03
-0.69 -0.54 0.04
0.15 -0.04 -1.26
0.12 0.05 2.73
1.10 -1.70 -1.92
-0.96 0.49 0.41
-0.11 0.52 -0.78
-0.62 -0.56 -1.64
-1.49 0.37 0.44
0.00 0.67 -2.46
-0.98 -1.06 -0.59
-0.30 2.01 0.09
-0.46 1.16 -1.34
0.85 -1.46 0.44
-0.90 0.19 -0.42
0.57 0.13 -0.01
-0.15 -1.30 -0.50
1.00 0.05 0.03
-0.43 -0.79 -0.72
-0.01 0.62 0.40
0.02 0.23 0.37
0.29 0.28 -0.35
0.15 -0.03 0.35
-0.03 -0.22 -0.63
0.79 -1.16 0.21
-0.31 1.26 -0.06
0.64 0.38 -0.26
-0.40 0.62 0.75
0.50 -0.54 0.95
0.24 0.81 0.21
0.38 -0.43 -0.31
0.01 -0.61 0.32
0.41 -0.79 0.18
-0.15 -0.67 0.16
0.03 -0.37 0.27
0.05 0.25 1.17
-0.06 0.06 0.77
1.17 -0.42 -0.10
-0.13 -0.07 -0.17
-0.94 -0.62 0.71
0.43 0.85 -0.08
-0.02 0.09 0.14
-0.14 0.88 0.91



No. 3
The following is a DFT calculation (ωB97M-V with the def2-TZVPD basis set) of a molecular structure, C12H27I2NNbO3 at a distorted geometry.

Computed properties:
* molar mass: 580.1 u
* HOMO energy: -4.728 eV
* spin multiplicity: 1
* frontier orbital gap: 6.856 eV
* total charge: -1

Each line ends with the natural charge from an NBO analysis.
Atoms and positions in Å:
C  -4.541794  0.137044  1.491272  -0.68
C  -5.395339  0.747611  0.468035  -0.16
I  -6.359730  2.530066  1.240084  -0.05
C  -5.551152  0.307866  -0.732902  -0.59
I  -6.874439  1.266403  -2.104435  0.08
Nb  -4.408319  -1.501475  -1.581670  1.66
N  -3.315816  -0.221705  -2.860764  -1.23
H  -4.428222  -0.917515  1.344366  0.26
H  -3.597288  0.636607  1.548192  0.25
H  -5.016731  0.282338  2.448159  0.21
H  -5.699412  -1.888938  -2.831519  -0.41
H  -3.587075  -3.052728  -2.101623  -0.32
H  -3.029116  -1.390030  -0.358033  -0.37
H  -5.359443  -2.504439  -0.362278  -0.38
H  -3.952768  0.092397  -3.592159  0.37
H  -3.052283  0.613412  -2.343612  0.38
C  0.839601  -0.190324  1.737849  -0.72
C  -0.020484  0.936510  1.210393  0.59
O  -1.195840  0.785526  0.991591  -0.53
C  0.667976  2.258143  0.962237  -0.73
H  0.235441  -1.082965  1.869625  0.25
H  1.642249  -0.409778  1.032060  0.22
H  1.272385  0.094126  2.700041  0.21
H  1.455366  2.129452  0.219872  0.26
H  1.096108  2.640132  1.891925  0.21
H  -0.058392  2.974707  0.585399  0.23
C  2.191276  2.965832  -3.767717  -0.72
C  3.132506  2.908481  -2.589323  0.60
O  2.736019  2.654657  -1.478380  -0.55
C  4.593551  3.182298  -2.864265  -0.72
H  1.179570  2.750020  -3.434670  0.25
H  2.215055  3.959885  -4.217315  0.23
H  2.483515  2.227920  -4.516196  0.23
H  4.714662  4.184804  -3.277313  0.23
H  4.982472  2.453090  -3.576378  0.23
H  5.156439  3.109248  -1.937099  0.23
C  3.991365  -4.262929  1.905831  -0.72
C  2.918101  -3.474136  2.622789  0.59
O  1.833258  -3.294906  2.133090  -0.52
C  3.273478  -2.919527  3.984596  -0.72
H  3.608974  -4.600949  0.946340  0.24
H  4.869264  -3.636327  1.739530  0.22
H  4.279483  -5.130961  2.501113  0.22
H  4.122216  -2.238445  3.902098  0.22
H  3.532375  -3.732550  4.664927  0.22
H  2.420938  -2.377947  4.386231  0.24

Atomic forces in eV per Å
-0.35 0.22 1.12
-0.41 1.18 0.91
0.07 0.08 0.09
-0.75 -0.84 -1.59
0.31 -0.22 0.04
1.28 1.84 -1.86
-1.39 -0.31 1.25
0.25 -0.54 -0.31
0.77 0.11 -0.10
-0.16 -0.06 0.55
0.08 -0.86 -0.25
-0.38 -0.16 0.43
0.11 -0.87 -0.14
-0.01 0.29 0.22
0.16 0.00 -0.24
0.39 0.10 -0.15
-0.26 -0.05 0.00
0.11 0.07 0.02
-0.11 0.02 0.05
-0.20 -0.04 -0.04
-0.01 -0.03 -0.02
0.09 0.06 0.07
0.13 0.02 -0.06
0.05 0.06 0.17
0.13 -0.06 -0.04
-0.02 0.00 0.00
-0.12 -0.04 0.17
-0.04 0.01 -0.16
0.15 0.01 0.03
-0.01 -0.04 0.22
-0.01 -0.02 0.02
0.08 -0.04 -0.10
0.06 0.09 -0.08
0.01 -0.05 -0.13
-0.01 0.09 -0.11
-0.01 0.00 0.02
-0.15 0.00 -0.12
0.12 -0.01 0.06
-0.10 -0.02 -0.04
-0.18 0.06 -0.03
-0.03 0.00 -0.01
0.06 -0.05 0.10
0.11 0.06 0.04
0.08 -0.09 0.04
0.13 0.02 -0.01
-0.03 0.00 -0.01



No. 4
The following is a DFT calculation (ωB97M-V with the def2-TZVPD basis set) of 3 unconnected molecules or ions with the total composition C12H27IN2O5P at a distorted geometry.

Computed properties:
* molar mass: 437.2 u
* HOMO energy: -11.441 eV
* spin multiplicity: 1
* frontier orbital gap: 7.394 eV
* total charge: +1

Each line ends with the natural charge from an NBO analysis.
Atoms and positions in Å:
N  -4.444522  -1.389584  -2.846024  -1.25
P  -3.626686  -2.567165  -2.145083  1.22
C  -2.292773  -3.127355  -3.366089  -0.23
C  -0.838950  -2.716184  -3.000876  -0.28
N  -0.130933  -3.674116  -2.071970  -0.54
C  -0.949646  -4.810252  -1.535780  -0.21
I  -1.669344  -4.428636  0.493091  0.20
C  -2.090838  -5.298281  -2.499086  -0.12
O  -2.265316  -4.529197  -3.672518  -0.49
H  -5.429078  -1.639103  -2.861150  0.38
H  -2.914561  -2.038153  -1.033324  -0.06
H  -4.415487  -3.662218  -1.695276  -0.02
H  -2.528717  -2.611403  -4.303821  0.28
H  -0.267621  -2.727379  -3.937983  0.24
H  -0.805710  -1.668020  -2.663679  0.28
H  0.173253  -3.126699  -1.263144  0.46
H  0.731126  -3.994469  -2.508112  0.45
H  -0.264357  -5.653614  -1.406658  0.25
H  -1.842647  -6.314672  -2.828139  0.23
H  -3.011546  -5.405945  -1.909661  0.20
O  -0.016565  0.919895  -3.455155  -0.57
C  0.746375  0.941056  -2.530229  0.80
O  0.374802  0.363958  -1.374222  -0.53
C  1.262673  0.126298  -0.275112  -0.07
C  1.397441  1.326229  0.637119  -0.64
C  2.067492  1.656260  -2.615120  -0.75
H  2.230483  -0.229602  -0.635828  0.17
H  0.815067  -0.702899  0.277693  0.17
H  1.835000  2.177648  0.117757  0.23
H  2.026296  1.087963  1.495334  0.22
H  0.419070  1.643663  0.997034  0.23
H  1.913975  2.708912  -2.379537  0.27
H  2.437970  1.569397  -3.634631  0.25
H  2.834952  1.243143  -1.964594  0.22
O  2.332680  4.436634  1.898460  -0.58
C  2.054719  4.229223  3.048892  0.80
O  1.040837  3.400044  3.345810  -0.52
C  0.748070  2.942123  4.670772  -0.07
C  -0.123033  3.928995  5.419317  -0.64
C  2.769241  4.947372  4.162017  -0.75
H  1.664637  2.701260  5.211406  0.18
H  0.206544  2.004991  4.543352  0.19
H  0.381406  4.885515  5.557336  0.21
H  -0.389865  3.535730  6.400753  0.22
H  -1.037639  4.126709  4.859574  0.22
H  2.292641  5.914120  4.320903  0.25
H  3.802378  5.104899  3.859029  0.25
H  2.796706  4.392905  5.097153  0.22

Atomic forces in eV per Å
0.52 -1.56 0.72
-1.46 2.53 -1.25
1.04 -0.84 0.62
-0.64 0.86 -1.52
-0.46 0.87 0.70
-0.25 -1.12 0.17
0.41 -0.03 -0.73
0.06 -0.44 0.00
0.08 0.29 0.80
-0.09 0.32 -0.18
0.18 -0.68 -0.16
0.71 -0.05 0.04
-0.21 0.06 0.38
-0.14 -0.11 0.25
0.17 -0.43 0.42
0.07 -0.03 0.02
-0.11 -0.30 -0.18
-0.08 0.37 0.11
0.08 0.28 -0.02
0.10 0.29 -0.24
-0.25 -0.39 -0.03
0.37 0.63 -0.31
-0.40 -0.68 0.21
0.28 0.11 0.32
-0.10 0.13 -0.20
0.36 -0.35 -0.04
0.03 0.09 -0.07
-0.13 0.01 -0.07
0.08 -0.01 0.07
-0.01 0.00 -0.02
0.02 -0.05 0.05
0.02 -0.01 0.04
-0.18 0.15 -0.03
-0.05 0.16 0.16
-0.19 -0.28 -0.10
0.25 0.52 0.08
-0.17 -0.48 -0.30
-0.14 0.14 0.27
0.02 0.16 -0.03
0.38 -0.31 0.24
0.03 0.08 -0.03
0.04 0.02 -0.17
0.04 -0.05 0.07
0.00 -0.01 -0.02
-0.01 -0.09 0.01
0.00 -0.02 0.02
-0.11 0.15 -0.14
-0.16 0.12 0.06